1.
Formula: C13H42F2HgNO12S2
Source: the Open Molecules 2025 dataset
Level of theory: ωB97M-V/def2-TZVPD

Last column: Löwdin charge in e.
Cartesian coordinates (Å):
1 Hg -19.63 6.94 0.48  1.458
2 N -21.52 7.75 0.88  -0.442
3 S -22.35 7.87 2.28  0.459
4 O -23.59 7.22 2.31  -0.188
5 O -22.11 9.08 2.96  -0.208
6 F -21.45 6.82 3.10  -0.197
7 S -22.58 8.49 -0.18  0.483
8 O -23.07 9.74 0.23  -0.187
9 O -23.42 7.55 -0.80  -0.194
10 F -21.49 8.84 -1.25  -0.174
11 C -19.87 9.52 -4.10  -0.157
12 O -19.64 10.85 -4.55  -0.120
13 H -20.84 9.19 -4.47  0.071
14 H -19.06 8.90 -4.47  0.082
15 H -19.79 9.53 -3.00  0.045
16 H -20.28 11.45 -4.13  0.031
17 C -21.41 12.58 -1.67  -0.117
18 O -21.12 12.75 -3.06  -0.122
19 H -20.60 12.99 -1.05  0.080
20 H -22.34 13.09 -1.40  0.089
21 H -21.56 11.52 -1.48  0.053
22 H -21.43 13.64 -3.28  0.096
23 C -23.92 8.44 5.86  -0.172
24 O -25.03 8.38 6.73  -0.104
25 H -23.83 7.56 5.21  0.070
26 H -24.01 9.33 5.24  0.057
27 H -22.97 8.45 6.42  0.083
28 H -25.06 7.53 7.17  0.080
29 C -22.51 6.88 -4.28  -0.088
30 C -23.09 5.53 -3.89  -0.281
31 O -22.16 4.88 -2.99  -0.104
32 H -21.81 6.69 -5.09  0.078
33 H -22.04 7.36 -3.43  0.037
34 H -23.29 7.52 -4.71  0.084
35 H -23.19 4.90 -4.78  0.115
36 H -24.07 5.55 -3.41  0.099
37 H -21.75 4.13 -3.43  0.073
38 C -26.04 10.25 3.24  -0.073
39 C -25.04 11.34 2.92  -0.319
40 O -25.42 12.56 3.55  -0.076
41 H -27.03 10.53 2.86  0.081
42 H -26.07 10.04 4.31  0.068
43 H -25.83 9.32 2.70  0.066
44 H -24.88 11.52 1.86  0.097
45 H -24.05 11.05 3.31  0.090
46 H -25.49 12.40 4.50  0.082
47 C -27.21 7.64 -0.37  -0.077
48 C -26.47 6.33 -0.17  -0.306
49 O -25.68 6.01 -1.32  -0.091
50 H -26.48 8.45 -0.26  0.052
51 H -27.95 7.77 0.42  0.079
52 H -27.68 7.72 -1.35  0.081
53 H -27.15 5.51 0.07  0.111
54 H -25.81 6.40 0.71  0.096
55 H -24.86 6.49 -1.19  0.007
56 C -19.03 10.57 1.19  -0.051
57 C -18.05 9.92 0.25  -0.213
58 O -18.75 8.84 -0.46  -0.198
59 H -18.55 11.39 1.72  0.103
60 H -19.35 9.84 1.94  0.071
61 H -19.93 10.95 0.69  0.079
62 H -17.23 9.45 0.80  0.121
63 H -17.62 10.64 -0.44  0.139
64 H -18.24 8.52 -1.22  0.108
65 C -25.89 10.43 -2.69  -0.079
66 C -26.01 11.46 -1.60  -0.330
67 O -27.35 11.50 -1.12  -0.070
68 H -25.84 9.41 -2.29  0.052
69 H -24.89 10.52 -3.12  0.071
70 H -26.57 10.56 -3.53  0.084
71 H -25.67 12.45 -1.92  0.110
72 H -25.35 11.15 -0.77  0.086
73 H -27.39 12.16 -0.42  0.082

Results
E_LUMO ... -8.85 eV
E_HOMO ... -11.70 eV
Spin multiplicity ... 1
Net charge ... +1


2.
Formula: C13H42N18O13PS
Source: the Open Molecules 2025 dataset
Level of theory: ωB97M-V/def2-TZVPD

Last column: Löwdin charge in e.
Cartesian coordinates (Å):
1 C 4.53 -1.95 0.79  0.080
2 C 3.72 -1.34 0.12  -0.291
3 C 2.78 -0.64 -0.67  -0.526
4 P 3.17 1.08 -0.71  0.785
5 O 4.06 1.38 0.70  -0.318
6 O 4.42 1.11 -1.78  -0.321
7 S 1.16 -0.83 -0.05  0.545
8 C 0.71 0.45 1.08  -0.205
9 O 0.18 -0.76 -1.13  -0.377
10 O 1.07 -2.04 0.75  -0.383
11 H 5.34 -2.22 1.43  0.018
12 H 3.74 2.20 1.08  0.037
13 H 4.83 1.97 -1.67  0.038
14 H 0.64 1.41 0.59  0.042
15 H -0.26 0.21 1.50  0.050
16 H 1.46 0.47 1.87  0.064
17 C 2.25 -5.12 0.04  -0.674
18 O 3.14 -4.52 0.60  0.032
19 N 1.00 -4.60 -0.09  0.156
20 N 2.44 -6.37 -0.53  0.121
21 H 0.25 -5.08 -0.56  0.082
22 H 0.85 -3.68 0.29  0.039
23 H 3.36 -6.77 -0.46  0.081
24 H 1.72 -6.88 -1.01  0.069
25 C 5.80 1.39 -5.31  -0.685
26 O 6.47 2.30 -4.83  -0.011
27 N 5.20 0.43 -4.56  0.173
28 N 5.61 1.28 -6.66  0.141
29 H 4.66 -0.31 -4.94  0.099
30 H 5.31 0.48 -3.55  0.073
31 H 6.03 1.98 -7.24  0.066
32 H 5.07 0.56 -7.10  0.084
33 C -1.05 2.30 4.07  -0.675
34 O -0.27 2.47 3.15  0.016
35 N -1.02 1.22 4.89  0.174
36 N -2.05 3.21 4.35  0.137
37 H -1.67 1.07 5.64  0.047
38 H -0.31 0.53 4.71  0.111
39 H -2.11 4.02 3.77  0.089
40 H -2.70 3.08 5.10  0.076
41 C -2.92 -2.25 1.50  -0.680
42 O -2.72 -2.29 2.71  -0.008
43 N -4.19 -2.39 0.99  0.140
44 N -1.95 -2.05 0.58  0.168
45 H -4.40 -2.35 0.01  0.083
46 H -4.95 -2.53 1.62  0.059
47 H -0.98 -1.92 0.87  0.048
48 H -2.13 -2.00 -0.41  0.089
49 C 7.73 0.47 -0.62  -0.679
50 O 7.41 -0.63 -1.01  0.035
51 N 6.95 1.29 0.15  0.153
52 N 8.97 1.02 -0.94  0.125
53 H 7.28 2.19 0.44  0.083
54 H 6.01 1.02 0.45  0.062
55 H 9.57 0.46 -1.51  0.086
56 H 9.27 1.92 -0.64  0.073
57 C -7.92 -2.81 1.90  -0.668
58 O -7.09 -2.77 1.01  0.020
59 N -7.98 -3.85 2.79  0.142
60 N -8.85 -1.83 2.08  0.153
61 H -8.64 -3.91 3.54  0.082
62 H -7.30 -4.58 2.68  0.099
63 H -8.83 -1.04 1.45  0.051
64 H -9.54 -1.86 2.81  0.085
65 C 4.22 3.27 -9.86  -0.679
66 O 4.26 2.10 -9.51  0.028
67 N 3.43 3.68 -10.91  0.141
68 N 4.92 4.26 -9.24  0.154
69 H 3.37 4.63 -11.21  0.086
70 H 2.90 2.98 -11.38  0.098
71 H 5.49 4.00 -8.45  0.095
72 H 4.89 5.22 -9.51  0.089
73 C -3.18 0.75 8.43  -0.660
74 O -2.35 0.91 7.56  0.026
75 N -3.18 -0.36 9.23  0.154
76 N -4.19 1.65 8.67  0.150
77 H -3.85 -0.53 9.95  0.091
78 H -2.46 -1.04 9.07  0.108
79 H -4.21 2.47 8.10  0.099
80 H -4.88 1.52 9.38  0.090
81 C -8.36 1.34 -0.45  -0.658
82 O -8.18 0.45 0.36  0.028
83 N -7.46 2.35 -0.63  0.157
84 N -9.48 1.39 -1.24  0.149
85 H -7.58 3.08 -1.30  0.092
86 H -6.63 2.32 -0.08  0.111
87 H -10.16 0.66 -1.13  0.101
88 H -9.65 2.11 -1.92  0.089

Results
E_LUMO ... 1.74 eV
E_HOMO ... -3.50 eV
Spin multiplicity ... 1
Net charge ... -1


3.
Formula: C13H43NO9
Source: the Open Molecules 2025 dataset
Level of theory: ωB97M-V/def2-TZVPD

Last column: natural (NBO) charge in e.
Cartesian coordinates (Å):
1 C 0.34 -50.00 -24.09  -0.243
2 O 0.04 -48.58 -23.97  -0.569
3 C -1.33 -48.26 -23.78  -0.102
4 C -1.34 -46.77 -23.46  -0.241
5 N -2.63 -46.35 -22.95  -0.617
6 C -2.72 -44.88 -22.76  -0.214
7 C -3.98 -44.55 -22.04  -0.031
8 O -4.07 -43.11 -22.01  -0.529
9 C -5.42 -42.69 -21.59  -0.226
10 H -0.32 -50.40 -24.79  0.181
11 H 0.35 -50.52 -23.03  0.180
12 H 1.32 -50.10 -24.60  0.192
13 H -1.81 -48.44 -22.85  0.172
14 H -2.13 -48.38 -24.55  0.193
15 H -0.90 -46.23 -24.32  0.199
16 H -0.48 -46.38 -22.78  0.167
17 H -2.66 -46.69 -22.11  0.326
18 H -2.71 -44.60 -23.91  0.208
19 H -1.91 -44.72 -22.17  0.180
20 H -3.99 -45.18 -21.08  0.135
21 H -4.61 -44.88 -22.54  0.138
22 H -5.63 -43.06 -20.63  0.161
23 H -6.05 -43.05 -22.20  0.160
24 H -5.48 -41.67 -21.42  0.190
25 C 1.15 -42.69 -25.26  -0.207
26 O 2.01 -43.63 -25.81  -0.767
27 H 0.30 -42.26 -25.99  0.124
28 H 1.47 -41.95 -24.75  0.155
29 H 0.49 -43.21 -24.62  0.159
30 H 1.86 -44.56 -25.28  0.509
31 C 3.23 -49.20 -21.44  -0.259
32 O 4.47 -49.38 -22.16  -0.723
33 H 3.40 -49.41 -20.32  0.171
34 H 2.35 -49.69 -21.76  0.179
35 H 2.89 -48.14 -21.61  0.168
36 H 5.13 -49.33 -21.55  0.466
37 C 4.39 -49.89 -26.11  -0.227
38 O 4.13 -49.30 -27.42  -0.750
39 H 4.06 -50.74 -26.21  0.146
40 H 3.75 -49.21 -25.54  0.188
41 H 5.51 -49.89 -26.08  0.185
42 H 3.46 -49.84 -27.82  0.457
43 C 6.11 -46.34 -27.06  -0.260
44 O 5.90 -45.02 -26.47  -0.773
45 H 6.16 -47.17 -26.42  0.184
46 H 6.92 -46.29 -27.68  0.169
47 H 5.40 -46.76 -27.82  0.188
48 H 5.46 -44.31 -27.03  0.504
49 C 6.59 -45.72 -23.07  -0.248
50 O 5.75 -44.72 -23.50  -0.733
51 H 7.25 -45.19 -22.39  0.186
52 H 6.99 -46.32 -23.90  0.162
53 H 5.98 -46.62 -22.61  0.134
54 H 5.57 -44.98 -24.44  0.492
55 C 2.93 -46.73 -24.78  -0.253
56 O 1.65 -46.25 -24.73  -0.749
57 H 3.66 -45.90 -24.87  0.193
58 H 3.02 -47.29 -25.67  0.165
59 H 3.04 -47.28 -23.87  0.168
60 H 1.11 -46.98 -24.59  0.495
61 C 1.14 -44.10 -21.80  -0.240
62 O 0.76 -42.78 -21.75  -0.697
63 H 2.01 -44.48 -22.38  0.196
64 H 0.37 -44.80 -22.54  0.106
65 H 0.95 -44.72 -21.09  0.162
66 H 0.47 -42.57 -20.90  0.472

Results
E_LUMO ... 0.46 eV
Relative energy (zero: lowest compared OMol25 entry of this formula, charge and spin) ... 277.0 kcal per mole
SMILES string ... COCCNCCOC.CO.CO.CO.CO.CO.CO.CO
E_HOMO ... -8.95 eV
Spin multiplicity ... 1
Net charge ... 0


4.
Formula: C13H46N10O10
Source: the Open Molecules 2025 dataset
Level of theory: ωB97M-V/def2-TZVPD

Last column: Löwdin charge in e.
Cartesian coordinates (Å):
1 N -1.25 27.51 5.74  0.169
2 C -0.96 27.99 6.95  -0.603
3 N -0.72 29.28 7.01  0.102
4 O -0.80 27.22 8.06  -0.080
5 H -1.51 26.52 5.73  0.090
6 H -1.44 28.08 4.92  0.134
7 H -0.60 29.67 8.01  0.187
8 H -0.94 30.04 6.29  0.178
9 N 1.72 29.34 6.02  0.162
10 C 1.89 29.44 4.72  -0.673
11 N 3.17 29.33 4.41  0.167
12 O 0.94 29.82 3.91  -0.060
13 H 0.73 29.26 6.40  0.042
14 H 2.48 29.26 6.64  0.074
15 H 3.34 29.47 3.41  0.123
16 H 3.96 29.05 5.04  0.134
17 N -3.50 24.73 2.38  0.175
18 C -2.63 24.53 3.29  -0.654
19 N -2.40 23.27 3.49  0.154
20 O -2.01 25.47 4.04  -0.111
21 H -3.44 25.76 2.18  0.152
22 H -3.84 24.07 1.69  0.134
23 H -1.60 23.08 4.14  0.050
24 H -3.10 22.50 3.42  0.150
25 N -0.23 23.24 5.02  0.117
26 C 0.68 22.65 4.25  -0.568
27 N 1.40 23.52 3.58  0.168
28 O 0.83 21.26 4.21  -0.109
29 H -0.66 22.76 5.82  0.146
30 H -0.45 24.25 5.04  0.112
31 H 1.77 23.27 2.67  0.148
32 H 1.22 24.49 3.66  0.074
33 N 3.64 22.96 5.10  0.194
34 C 4.82 22.53 4.90  -0.640
35 N 5.06 22.14 3.66  0.126
36 O 5.75 22.24 5.89  -0.157
37 H 3.34 23.16 6.03  0.056
38 H 2.95 23.06 4.37  0.048
39 H 6.04 21.75 3.46  0.157
40 H 4.51 22.42 2.84  0.106
41 C -0.96 27.70 0.36  -0.088
42 C -0.43 27.58 1.74  -0.379
43 O 0.79 26.98 1.63  -0.086
44 H -1.84 28.29 0.34  0.057
45 H -1.12 26.78 -0.14  0.062
46 H -0.35 28.30 -0.30  0.074
47 H -1.10 26.99 2.42  0.097
48 H -0.19 28.58 2.10  0.100
49 H 1.08 26.89 2.55  0.044
50 C 2.02 28.20 9.25  -0.082
51 C 2.44 27.01 8.43  -0.356
52 O 2.43 25.89 9.28  -0.064
53 H 2.40 28.11 10.27  0.081
54 H 0.93 28.18 9.38  0.060
55 H 2.38 29.07 8.80  0.043
56 H 3.40 27.23 8.01  0.107
57 H 1.75 26.99 7.62  0.049
58 H 2.78 25.07 8.82  0.065
59 C 5.46 26.64 3.51  -0.081
60 C 4.71 25.93 2.39  -0.337
61 O 3.68 26.74 1.82  -0.080
62 H 6.32 26.07 4.00  0.112
63 H 4.82 27.05 4.28  0.023
64 H 5.85 27.59 3.05  0.086
65 H 4.23 24.96 2.74  0.092
66 H 5.35 25.56 1.61  0.103
67 H 3.69 26.42 0.91  0.091
68 C 2.08 26.18 4.98  -0.183
69 O 0.91 26.36 4.33  -0.106
70 H 2.11 25.28 5.54  0.044
71 H 2.45 26.93 5.67  0.067
72 H 2.88 26.04 4.26  0.069
73 H 0.33 26.89 4.88  0.044
74 C 1.58 23.52 7.56  -0.143
75 O 2.98 23.60 7.74  -0.143
76 H 1.14 24.42 7.09  0.084
77 H 1.18 23.54 8.55  0.081
78 H 1.32 22.56 7.13  0.083
79 H 3.27 22.72 8.06  0.137

Results
E_LUMO ... 0.24 eV
Relative energy (zero: lowest compared OMol25 entry of this formula, charge and spin) ... 89.7 kcal per mole
SMILES string ... NC(N)=O.NC(N)=O.NC(N)=O.NC(N)=O.NC(N)=O.CCO.CCO.CCO.CO.CO
E_HOMO ... -8.66 eV
Spin multiplicity ... 1
Net charge ... 0